Density functional theory data (ωB97M-V with the def2-TZVPD basis set) for an isolated molecule of C5H7N in a non-equilibrium geometry.

Output
Energy relative to the best compared isomer or geometry (same formula, charge and spin) in eV: 1.814
SMILES: C1=C[C@H]2N[C@H]2C1
Maximum force in eV Å⁻¹: 1.292
E_LUMO in Eh: 0.0429

Atoms and positions in Å:
C 0.09 1.10 -0.75
C 1.01 0.14 -0.90
C 0.70 -1.05 -0.06
N 0.56 -0.86 1.39
C -0.62 -0.74 0.53
C -1.05 0.66 0.15
H 0.15 2.10 -1.14
H 1.87 0.17 -1.55
H 1.01 -2.05 -0.33
H 0.92 0.07 1.62
H -1.40 -1.48 0.39
H -2.02 0.63 -0.37
H -1.22 1.32 1.01

=====

Density functional theory data (ωB97M-V with the def2-TZVPD basis set) for the ion C5H7N2 with charge +1 in a non-equilibrium geometry.

Output
Energy relative to the best compared isomer or geometry (same formula, charge and spin) in eV: 7.183
Maximum force in eV Å⁻¹: 6.272
Net charge: +1
E_LUMO in Eh: -0.2690

Atoms and positions in Å:
C -0.97 1.34 -0.77
C -0.31 1.70 1.49
C -0.22 0.25 -1.00
C 0.41 -0.83 -1.38
C 0.52 -2.08 -0.55
N -0.96 1.98 0.41
N 0.07 0.64 2.06
H -1.53 1.88 -1.48
H -0.03 2.85 1.86
H 0.87 -0.73 -2.46
H 0.06 -1.89 0.36
H 1.62 -2.43 -0.49
H -0.04 -2.90 -0.94
H 0.50 0.22 2.90

=====

Gap between HOMO and LUMO per entry: 10.03, 6.95 eV